Entry 1:
The following is a quantum chemistry calculation of an isolated ion of composition C5H8NS and charge +1 in a non-equilibrium geometry, from the Open Molecules 2025 dataset.

Last column: Löwdin charge in e.
Atoms and positions in Å:
S (-2.728795, -0.285519, -0.331471)  0.908
N (-0.308482, 0.848087, -0.127393)  -0.140
C (-0.821777, 1.953204, 0.324834)  0.223
C (1.088133, 0.450552, -0.188627)  -0.099
C (-1.102034, -0.334458, -0.315606)  -0.668
C (-0.142686, -1.550434, -0.261970)  -0.139
C (0.937214, -0.864404, 0.449044)  -0.192
H (1.936140, -1.434775, 0.474015)  0.177
H (0.084743, -1.778870, -1.290530)  0.138
H (1.808964, 1.162758, 0.117300)  0.137
H (-0.574693, -2.338219, 0.264926)  0.113
H (0.501289, -0.780254, 1.439646)  0.139
H (0.025918, 2.670394, 0.518947)  0.161
H (1.209130, 0.349362, -1.281765)  0.166
H (-1.913069, 1.932575, 0.208652)  0.078

Force components x, y, z for each atom (eV/Å):
1.4088 -0.1559 -0.2433
-1.1282 1.9470 1.2556
2.5484 -1.0356 -1.7705
-0.6705 0.1028 -2.0286
-2.6451 -1.5719 -0.0781
-1.2744 2.5642 -1.7694
3.8616 -2.3815 1.5270
-1.5689 0.7717 0.1559
0.2073 -0.5363 -0.4173
0.3562 0.7458 0.9019
-0.7697 -1.3718 0.5587
0.8566 0.3642 0.6886
-1.8675 -0.0011 0.1724
0.5199 -0.2695 0.2481
0.1657 0.8280 0.7990

Results
**Total charge**: +1
**E_tot**: -17631.1538 eV
**HOMO**: -13.88 eV
**LUMO energy**: -6.181 eV
**Orbital gap**: 7.70 eV
**SMILES**: C=[N+]1CCCC1=S
**Max |F|**: 4.79 eV/A

Entry 2:
The following is a quantum chemistry calculation of a 10-piece molecular cluster, C25H71NO10 overall in a non-equilibrium geometry, from the Open Molecules 2025 dataset.

Last column: Löwdin charge in e.
Atoms and positions in Å:
O (-1.459806, -2.774576, -2.624660)  -0.166
O (2.012149, -5.241573, -3.619615)  -0.049
O (-0.774048, -1.089125, -4.635667)  -0.069
O (1.021355, 5.901547, -1.685357)  -0.028
O (3.072503, -1.010309, 3.222879)  -0.057
O (-1.171512, -3.162288, 0.204779)  -0.138
O (1.581620, 3.464169, 4.527824)  -0.167
O (-5.058283, 3.119340, -0.831990)  -0.045
O (-1.225482, -0.643125, 5.375482)  -0.093
O (-0.658296, -0.462343, 0.407321)  -0.148
N (0.214967, 0.392588, 3.076916)  0.051
C (1.666163, -4.686263, -2.340625)  -0.478
C (1.511711, 4.669184, -2.164234)  -0.508
C (1.819319, -3.185057, -2.474910)  -0.055
C (2.477247, 3.688705, 5.582310)  -0.132
C (-0.791891, 2.575035, 3.088717)  -0.051
C (-0.768937, -4.412794, 0.758479)  -0.114
C (-3.076435, 4.173098, 0.019491)  -0.047
C (2.853639, -2.181844, 1.146772)  -0.058
C (2.134634, 4.795307, -3.545273)  -0.060
C (-0.822916, 0.347762, -4.535765)  -0.465
C (-0.338579, -0.055127, -0.914295)  -0.140
C (-2.488118, -1.945113, 3.760020)  -0.057
C (2.562081, -5.232330, -1.244015)  -0.052
C (0.414169, 3.633162, -2.151316)  -0.074
C (-3.288367, -1.555454, 6.144007)  -0.066
C (1.326809, 2.076268, 4.412403)  -0.204
C (-2.540176, -0.983623, 4.960426)  -0.509
C (-2.962517, 2.535895, -1.848571)  -0.059
C (-3.783455, 3.645694, -1.206929)  -0.486
C (0.397990, 0.934672, -5.212284)  -0.050
C (0.530734, 1.823946, 3.145263)  -0.412
C (-1.938288, -3.991558, -3.176807)  -0.142
C (-2.135234, 0.840453, -5.117616)  -0.049
C (3.716265, -1.273211, 1.980086)  -0.489
C (5.076434, -1.915810, 2.237196)  -0.062
H (1.435021, 5.329936, -4.203968)  0.088
H (-5.401777, 2.646170, -1.595287)  0.080
H (-1.197870, -3.225808, -0.760499)  0.037
H (2.621799, 4.743495, 5.809756)  0.085
H (0.150109, -4.239294, 1.326485)  0.073
H (4.955832, -2.874744, 2.743341)  0.085
H (-1.331853, 2.255860, 2.191870)  0.063
H (-0.700725, 3.660779, 3.012998)  0.078
H (3.621041, -0.400654, 3.725251)  0.085
H (-1.389462, -4.222161, -4.093034)  0.086
H (-0.452561, 3.947780, -2.745999)  0.079
H (-1.506176, -4.765175, 1.479806)  0.080
H (0.746725, 2.691710, -2.589654)  0.066
H (3.455350, 3.218598, 5.415511)  0.084
H (-3.011763, -0.065642, 4.583376)  0.130
H (-2.009016, -1.490484, 2.896216)  0.054
H (-2.200054, 1.929015, -5.098841)  0.083
H (0.196964, -0.866795, -1.414896)  0.065
H (-2.183549, 0.522727, -6.164346)  0.085
H (-0.984148, -1.385573, 0.339009)  0.047
H (2.244521, 3.844243, -4.064191)  0.070
H (2.309084, 4.285591, -1.511214)  0.136
H (0.738693, 1.714062, 5.262487)  0.135
H (5.681790, -2.021836, 1.333209)  0.080
H (-2.855562, -2.469596, 6.548039)  0.080
H (-0.574355, -5.161094, -0.007387)  0.071
H (-3.007446, -3.893219, -3.421488)  0.082
H (0.223762, 0.876865, -0.983711)  0.071
H (-0.719158, -0.250808, 4.629153)  0.030
H (-2.873672, 1.707201, -1.140196)  0.085
H (-1.469746, 2.381911, 3.924312)  0.083
H (2.148677, -5.008860, -0.259480)  0.063
H (-1.937160, -2.861871, 3.984603)  0.078
H (-1.992204, 2.786042, -2.275513)  0.042
H (1.498037, 6.627740, -2.096063)  0.086
H (2.261871, 1.508155, 4.366641)  0.111
H (-3.523950, -2.223988, 3.536505)  0.076
H (5.741767, -1.337193, 2.889989)  0.075
H (-0.768310, 0.615911, -3.477760)  0.107
H (3.054501, 5.378780, -3.498759)  0.080
H (1.206491, -2.706221, -3.237988)  0.064
H (-1.322832, -2.146389, -3.368021)  0.042
H (-0.166056, 0.177146, 2.149210)  0.049
H (3.370005, -2.585784, 0.273796)  0.072
H (2.690407, -6.316395, -1.293207)  0.080
H (-3.578332, 5.071861, 0.385276)  0.083
H (-3.545350, 2.075205, -2.661025)  0.070
H (2.573755, -3.085902, 1.699154)  0.087
H (1.096373, 2.153695, 2.263256)  0.139
H (-0.754449, -1.308578, -5.575088)  0.109
H (3.573233, -4.832282, -1.345551)  0.083
H (0.537022, 0.595225, -6.240312)  0.086
H (0.367892, 2.026988, -5.180659)  0.076
H (-2.982404, 0.416567, -4.580853)  0.080
H (-2.029244, 4.442212, -0.118150)  0.072
H (0.012226, 3.453157, -1.151727)  0.074
H (1.633954, -2.634656, -1.548049)  0.057
H (1.289235, 0.660509, -4.642770)  0.085
H (2.850441, -2.936013, -2.748692)  0.090
H (-1.266951, 0.142363, -1.465678)  0.058
H (0.622631, -4.949535, -2.138597)  0.112
H (-3.318850, -0.815742, 6.945382)  0.076
H (3.841624, -0.330958, 1.432931)  0.138
H (1.938358, -1.694722, 0.803759)  0.071
H (-4.319880, -1.759409, 5.847693)  0.075
H (2.112127, 3.249097, 6.524252)  0.089
H (1.407130, -5.956115, -3.829488)  0.083
H (-1.954542, -4.805164, -2.449932)  0.076
H (-3.081257, 3.400229, 0.790537)  0.078
H (-3.977857, 4.441211, -1.934623)  0.135
H (1.072628, -0.164675, 3.078448)  0.065

Force components x, y, z for each atom (eV/Å):
-0.0108 -0.3076 0.1583
0.0892 0.0195 -0.0399
0.0547 0.2111 0.1766
-0.2836 0.0838 0.1404
-0.3569 -0.0841 -0.0788
-0.1752 -0.3674 -0.2915
0.3352 -0.0507 0.1529
0.1787 0.0770 0.3287
0.1609 0.0030 0.4249
0.0951 0.1803 -0.3152
0.4347 -0.3866 -0.3569
-0.1233 0.1169 -0.3954
0.7360 -0.8801 -0.2911
0.3944 0.8264 0.0889
0.1654 -0.2633 1.0003
-0.5418 0.3817 -0.2041
0.4147 0.5847 0.5171
-0.3394 0.3040 0.4956
-0.5833 -0.6799 -0.1114
-0.8617 0.6393 -0.5490
-0.0718 0.1795 -0.3178
-0.6988 -0.4418 -0.2850
-0.4471 -0.1479 0.5049
0.2047 -0.3768 0.0343
-0.8866 0.1274 -0.0992
-0.3934 0.4470 -0.0122
-0.5084 0.2255 -0.5177
1.0862 -0.1582 -0.8589
-0.7751 -1.0019 -0.4667
0.5435 -0.1753 -0.5343
0.4454 0.3064 0.4391
-0.5555 -0.0642 -0.1653
-1.0221 0.5518 -0.3574
0.1756 -0.0299 -0.2300
0.8594 -0.0082 -0.0925
0.6428 0.1989 0.1967
0.0447 0.1749 0.1773
-0.0949 0.0013 0.0227
-0.0584 0.2095 -0.1002
-0.1410 0.1235 -0.5387
0.0650 -0.1704 -0.0878
-0.0838 -0.1235 -0.2375
0.0525 -0.0550 -0.0164
0.3385 -0.0696 0.0546
0.0435 -0.0218 0.0203
0.0419 -0.4271 0.1712
0.2741 0.2586 -0.0797
-0.1878 -0.0745 -0.2096
0.2076 -0.0617 0.1855
0.0184 0.1055 -0.2663
-0.3637 -0.0445 0.2665
-0.1309 0.1573 -0.0724
-0.0077 -0.0158 0.0776
0.1196 0.2227 -0.2195
-0.1396 0.0601 0.0018
0.2440 0.3009 0.3237
0.5321 -0.1569 0.3574
-0.0692 0.2209 0.2301
0.0559 -0.0033 0.1505
-0.3538 -0.2725 -0.1580
0.2130 -0.0261 -0.2072
-0.1074 -0.0664 -0.0326
0.1590 0.0732 -0.2668
0.2275 -0.1255 0.6134
-0.3142 -0.1838 -0.1175
0.3242 0.2148 0.2132
0.2885 -0.2468 0.1735
0.1489 0.2079 0.0188
0.0082 0.0536 0.2362
-0.1428 0.2481 0.3242
0.0910 -0.0491 0.0132
0.1509 0.0123 0.0681
0.1502 -0.0219 -0.3544
-0.4129 0.2824 0.1022
-0.0861 -0.3799 -0.0117
0.1484 -0.2492 -0.1667
-0.2732 -0.4180 -0.0473
0.0772 -0.2293 0.4305
-0.2016 0.1928 0.3806
0.2226 0.4145 -0.0522
-0.3042 -0.0117 -0.1624
-0.0412 -0.1701 0.1895
0.0514 0.2497 -0.1138
-0.0628 0.2247 0.2658
0.3054 0.0169 0.1516
-0.0048 -0.0566 0.0882
-0.0787 0.2079 0.1306
-0.1851 0.0518 -0.0437
-0.1460 -0.0326 -0.2113
-0.0114 0.0044 0.0001
-0.0307 -0.0361 -0.4910
0.2469 -0.0283 0.0453
-0.1234 -0.3266 0.1174
0.0126 -0.1761 -0.1195
0.0677 -0.2729 0.0269
0.0538 -0.1635 -0.0857
-0.0200 0.1166 0.1338
0.0311 -0.0295 0.0326
0.0994 0.0391 0.0398
-0.0152 0.0342 0.1073
-0.0053 -0.0725 0.0578
-0.1538 -0.0540 -0.1337
0.0468 -0.0781 0.0718
0.6862 0.0814 0.0716
-0.1837 0.0617 0.0646
0.3018 0.1427 0.0183
0.0028 0.1951 0.2890

Results
**E_tot**: -49039.9313 eV
**HOMO**: -8.77 eV
**LUMO energy**: 0.239 eV
**Orbital gap**: 9.01 eV
**SMILES**: COC[C@H](C)N.CC(C)O.CC(C)O.CC(C)O.CC(C)O.CC(C)O.CC(C)O.CO.CO.CO
**Max |F|**: 1.39 eV/A